Record 1
C5H13BrN2O6P2Pd | the ωB97M-V functional and the def2-TZVPD basis

```
30
C5H13BrN2O6P2Pd, DFT the ωB97M-V functional and the def2-TZVPD basis
Pd 0.11190 -0.71897 0.23537
N 2.81527 1.70224 -1.98178
C 2.78581 0.63659 -0.89586
C 4.20381 0.42546 -0.37156
P 1.68772 1.48248 0.34775
O 2.84591 2.75941 0.52582
O 1.65849 0.88636 1.71618
O 0.59271 2.15582 -0.40422
P 2.27781 -0.82650 -1.97164
O 2.21224 -2.04482 -0.94936
O 3.47049 -0.93747 -2.88163
O 0.95045 -0.47399 -2.54796
H 3.38399 2.48734 -1.66633
H 1.83971 2.01512 -2.07085
H 3.17179 1.25456 -2.83592
H 4.64603 1.35696 -0.01264
H 4.81679 -0.03782 -1.14702
H 4.15485 -0.26600 0.47086
H 2.54655 3.30225 1.26161
H 1.28968 -1.97228 -0.51593
Br -2.56227 -0.85736 0.87347
C 3.55734 -0.71478 3.41818
C 2.12914 -1.02276 3.85962
C 1.40592 -1.85552 2.90317
N 0.83733 -2.47852 2.12316
H 4.04790 -0.09646 4.17383
H 3.51444 -0.15971 2.48361
H 4.13689 -1.62937 3.28182
H 1.55912 -0.09818 3.96024
H 2.11907 -1.53875 4.82447
```

Output
spin multiplicity = 1
LUMO = 5.076 eV
frontier orbital gap = 4.9 eV
ΔE to the lowest compared entry with this formula, charge and spin = 240.9 kJ/mol
total charge = -2
DFT total energy = -112766.9830 eV
HOMO energy = 0.14 eV



Record 2
C3H7FN | the ωB97M-V functional and the def2-TZVPD basis

```
12
C3H7FN, DFT the ωB97M-V functional and the def2-TZVPD basis
C -2.23036 -1.05653 1.06504
C 1.16519 0.85480 -0.81274
C -1.45635 -0.37881 0.31545
N 2.35725 0.72779 -0.40923
F -0.20663 -0.12926 0.75327
H -2.07239 -1.66301 1.87957
H -3.22589 -1.16352 0.66749
H 0.55180 1.71924 -0.92926
H 0.75630 -0.00862 -1.32008
H -1.46610 -0.10138 -0.69329
H 2.99797 1.32465 0.05911
H 2.82920 -0.12535 -0.57532
```

Output
spin multiplicity = 1
LUMO = -5.253 eV
frontier orbital gap = 8.7 eV
ΔE to the lowest compared entry with this formula, charge and spin = 87.4 kJ/mol
total charge = +1
DFT total energy = -7422.7032 eV
HOMO energy = -13.98 eV



Repeat the second record exactly.
C3H7FN | the ωB97M-V functional and the def2-TZVPD basis

```
12
C3H7FN, DFT the ωB97M-V functional and the def2-TZVPD basis
C -2.23036 -1.05653 1.06504
C 1.16519 0.85480 -0.81274
C -1.45635 -0.37881 0.31545
N 2.35725 0.72779 -0.40923
F -0.20663 -0.12926 0.75327
H -2.07239 -1.66301 1.87957
H -3.22589 -1.16352 0.66749
H 0.55180 1.71924 -0.92926
H 0.75630 -0.00862 -1.32008
H -1.46610 -0.10138 -0.69329
H 2.99797 1.32465 0.05911
H 2.82920 -0.12535 -0.57532
```

Output
spin multiplicity = 1
LUMO = -5.253 eV
frontier orbital gap = 8.7 eV
ΔE to the lowest compared entry with this formula, charge and spin = 87.4 kJ/mol
total charge = +1
DFT total energy = -7422.7032 eV
HOMO energy = -13.98 eV